No. 1
The following is a DFT calculation (wB97M-V/def2-TZVPD) of a single C3H3NOS molecule.

Results
SMILES = Sc1ccon1
Kohn-Sham gap = 10.51 eV
F_max = 1.75 eV Å⁻¹
highest occupied orbital energy = -0.3584 Eh

```
! wB97M-V def2-TZVPD RIJCOSX def2/J DEFGRID3
* xyz 0 1
S -2.066 0.890 -0.827
C -0.416 0.375 -0.415
C -0.114 -0.853 0.186
C 1.227 -0.771 0.399
O 1.702 0.411 -0.039
N 0.625 1.110 -0.601
H -2.049 1.951 0.014
H -0.838 -1.672 0.406
H 1.929 -1.440 0.877
*
```

Here are the Mulliken charges for atoms 1 to 2, given in e: number 1, S, carries -0.254; number 2, C, carries 0.331

No. 2
The following is a DFT calculation (wB97M-V/def2-TZVPD) of a 2-piece molecular cluster, C3H3NOS2 overall.

Results
SMILES = O=C1S[C@@H]1S.C#N
Kohn-Sham gap = 9.56 eV
F_max = 7.25 eV Å⁻¹
highest occupied orbital energy = -0.3322 Eh

```
! wB97M-V def2-TZVPD RIJCOSX def2/J DEFGRID3
* xyz 0 1
O 0.036 0.250 -1.961
C -0.398 -0.144 -0.923
S -0.783 -1.656 -0.131
C -1.055 0.067 0.339
S -2.761 0.693 0.276
H -0.443 0.515 1.064
H -3.056 -0.311 -0.696
C 2.874 0.160 0.666
N 1.703 0.344 0.589
H 3.883 0.081 0.777
*
```

Here are the Mulliken charges for atoms 1 to 2, given in e: number 1, O, carries -0.483; number 2, C, carries 0.523

No. 3
The following is a DFT calculation (wB97M-V/def2-TZVPD) of a single C3H3NOS2 molecule.

Results
Kohn-Sham gap (alpha / beta) = 5.17 / 5.39 eV
F_max = 3.25 eV Å⁻¹
highest occupied orbital energy (alpha / beta) = -0.1895 / -0.3130 Eh

```
! wB97M-V def2-TZVPD RIJCOSX def2/J DEFGRID3
* xyz 0 3
C 1.479 -0.930 -0.030
C 0.929 0.319 0.058
C 2.842 -1.150 0.047
N -0.292 0.863 0.002
O 3.428 -2.185 -0.001
S 2.157 1.709 -0.009
S 3.796 0.488 -0.011
H 0.943 -1.793 -0.130
H -1.000 0.347 -0.472
H -0.568 1.756 0.403
*
```

Here are the Mulliken charges for atoms 1 to 2, given in e: number 1, C, carries -0.513; number 2, C, carries 0.529

No. 4
The following is a DFT calculation (wB97M-V/def2-TZVPD) of a 2-piece molecular cluster, C3H3NS2 overall.

Results
Kohn-Sham gap = 7.48 eV
F_max = 3.14 eV Å⁻¹
highest occupied orbital energy = -0.2978 Eh

```
! wB97M-V def2-TZVPD RIJCOSX def2/J DEFGRID3
* xyz 0 1
C -1.314 -0.347 0.230
C -2.020 0.751 0.235
C 1.430 -0.447 -0.174
N -0.471 -1.159 0.557
S 1.234 1.082 -0.323
S 2.636 -1.621 -0.367
H -2.815 1.038 -0.364
H -1.976 1.236 1.183
H 3.295 -0.533 -0.978
*
```

Here are the Mulliken charges for atoms 1 to 2, given in e: number 1, C, carries 0.582; number 2, C, carries -0.823